(1)
{"formula": "C11H25NNaO2S", "method": "ωB97M-V with the def2-TZVPD basis set", "multiplicity": 1, "orbital_gap_ev": 7.54, "energy_ha": -1199.425956, "total_charge": 1, "lumo_energy_ev": -4.2, "symbols": ["C", "C", "C", "O", "C", "C", "O", "C", "C", "C", "N", "C", "S", "C", "C", "H", "H", "H", "H", "H", "H", "H", "H", "H", "H", "H", "H", "H", "H", "H", "H", "H", "H", "H", "H", "H", "H", "H", "H", "H", "Na"], "positions_angstrom": [[-0.140169, -1.306302, 2.829220], [0.283291, -2.652324, 1.994581], [1.429808, -2.382116, 0.819742], [1.573052, -0.961383, 0.466886], [2.944973, -0.468368, 0.663121], [2.941603, 1.159130, 0.276467], [1.524407, 1.530876, 0.145038], [1.308861, 2.579487, -0.863367], [1.549326, 2.114141, -2.416610], [-0.310472, 2.983593, -0.755415], [-1.167914, 1.799606, -1.146526], [-2.323393, 1.571935, -0.197073], [-3.510719, 0.384989, -1.109128], [-3.559271, -1.285719, -0.263832], [-2.348555, -2.313521, -0.702368], [0.696433, -0.969429, 3.584075], [-1.079390, -1.600940, 3.502705], [-0.494273, -0.402710, 2.170694], [-0.678332, -3.180731, 1.552995], [0.771821, -3.399153, 2.767586], [2.446208, -2.853127, 1.160835], [0.997443, -2.921236, -0.153519], [3.223832, -0.532584, 1.820842], [3.730585, -1.071182, -0.001271], [3.573740, 1.248103, -0.704252], [3.524824, 1.744440, 1.118418], [1.889675, 3.578043, -0.676604], [0.594130, 2.125028, -3.092722], [2.301099, 2.907382, -2.894130], [2.132259, 1.078148, -2.451128], [-0.595436, 3.875956, -1.457541], [-0.519706, 3.203163, 0.398232], [-0.637506, 0.900945, -1.174159], [-2.028515, 1.094760, 0.835759], [-2.883250, 2.591333, -0.025162], [-3.516972, -1.191079, 0.910808], [-4.570433, -1.810163, -0.619997], [-2.374293, -2.597000, -1.844037], [-1.282149, -1.860695, -0.488847], [-2.394193, -3.337733, -0.091129], [-3.022431, 0.626439, -3.889189]], "forces_ev_per_angstrom": [[-0.895, -0.484, 0.715], [0.497, 0.246, 0.539], [-1.079, -0.847, -0.270], [1.692, -1.252, 0.626], [0.070, 0.745, 0.797], [0.766, -1.624, 0.048], [1.815, 1.707, -1.557], [-2.074, 0.868, -0.928], [1.802, 0.384, -0.203], [0.929, -0.441, 1.315], [-0.538, -0.437, 0.958], [0.351, 0.286, 0.132], [0.224, -0.134, 1.061], [0.453, -2.171, 0.346], [0.629, -0.262, 0.055], [-1.563, -0.572, -1.735], [2.026, 0.609, -1.372], [0.996, -1.806, 1.092], [2.080, 1.203, 0.822], [-1.138, 1.428, -1.561], [-1.906, 0.928, -0.802], [1.332, 0.991, 1.985], [-0.467, -0.165, -2.484], [-1.691, 1.300, 1.460], [-1.512, 0.177, 1.595], [-1.491, -0.953, -1.624], [-0.801, -2.047, -0.016], [1.742, -0.242, 1.551], [-1.650, -1.761, 0.900], [-1.545, 2.109, -0.020], [0.784, -1.526, 1.534], [0.513, -0.029, -2.507], [-0.167, 1.168, 0.267], [-0.593, 0.865, -1.917], [1.001, -2.169, -0.353], [-0.365, 0.080, -2.476], [2.073, 1.489, 1.001], [-0.148, 0.658, 2.197], [-2.155, -0.713, -0.350], [-0.157, 2.330, -1.293], [0.157, 0.065, 0.473]]}

---

(2)
{"formula": "C11H26BrO5P2", "method": "ωB97M-V with the def2-TZVPD basis set", "multiplicity": 1, "orbital_gap_ev": 6.86, "energy_ha": -4067.328123, "total_charge": 1, "lumo_energy_ev": -4.1, "symbols": ["C", "C", "O", "C", "C", "O", "C", "C", "O", "C", "P", "P", "O", "Br", "H", "H", "H", "H", "H", "H", "H", "H", "H", "H", "H", "H", "H", "H", "H", "H", "H", "H", "C", "C", "C", "O", "C", "H", "H", "H", "H", "H", "H", "H", "H"], "positions_angstrom": [[2.032128, -1.911664, 0.869880], [1.337591, -0.821648, 1.675555], [1.868461, 0.431547, 1.274684], [1.882230, 1.434050, 2.252891], [0.806665, 2.500017, 2.011571], [-0.308615, 1.903975, 1.373456], [-1.300108, 2.849488, 1.055646], [-2.465626, 2.118363, 0.456742], [-3.390733, 1.709688, 1.486622], [-3.658754, 0.363569, 1.561766], [-5.177169, -0.086500, 0.555318], [-6.506383, -1.700468, 1.412687], [-7.798411, -0.750240, 1.525356], [-5.734696, -1.747192, 3.489253], [1.867048, -2.892258, 1.308938], [3.097641, -1.688724, 0.873866], [1.673813, -1.869157, -0.152100], [1.460059, -0.980314, 2.748239], [0.269712, -0.833267, 1.428123], [1.793319, 1.032609, 3.264219], [2.855151, 1.927012, 2.202459], [1.208012, 3.304394, 1.389793], [0.483826, 2.901737, 2.977067], [-0.908923, 3.552290, 0.309505], [-1.603744, 3.424905, 1.934868], [-3.002477, 2.790886, -0.214970], [-2.119907, 1.268370, -0.131898], [-2.851441, -0.277384, 1.198259], [-3.868459, 0.088835, 2.593843], [-5.870703, 1.079642, 0.219025], [-4.756912, -0.633291, -0.657120], [-8.456429, -1.119875, 2.128982], [3.760704, -0.382190, -3.888107], [4.270959, -1.800095, -4.138273], [4.013382, -2.460542, -2.790281], [2.858334, -1.817670, -2.242344], [2.554591, -0.643350, -2.995458], [3.503066, 0.159533, -4.796652], [4.512219, 0.196524, -3.347393], [3.675201, -2.282011, -4.916210], [5.317023, -1.844620, -4.435255], [4.855155, -2.308588, -2.106632], [3.821098, -3.530675, -2.868285], [1.654507, -0.831952, -3.592800], [2.347597, 0.176240, -2.304838]], "forces_ev_per_angstrom": [[-0.061, 0.651, 0.322], [-0.161, -0.273, -0.526], [0.335, -0.115, 0.201], [0.027, 0.281, -0.081], [-0.011, -0.334, 0.073], [-0.208, -0.067, 0.233], [0.522, -0.168, -0.239], [-0.421, 0.531, -0.195], [0.145, -0.209, -0.118], [0.146, 0.125, 0.112], [0.359, -0.004, 0.194], [-0.015, -0.647, -0.025], [-0.021, 0.251, 0.058], [0.087, 0.077, -0.048], [-0.102, -0.102, -0.057], [0.079, -0.184, -0.087], [0.159, -0.242, -0.143], [0.053, 0.116, 0.105], [-0.158, 0.008, 0.291], [-0.130, -0.237, -0.023], [0.035, 0.054, 0.046], [-0.090, 0.089, -0.076], [0.110, 0.281, 0.005], [-0.011, 0.083, -0.002], [-0.160, 0.022, 0.040], [-0.109, 0.005, 0.038], [0.105, -0.138, 0.108], [0.062, -0.025, -0.028], [-0.155, 0.009, 0.016], [-0.074, 0.021, 0.072], [-0.027, 0.070, -0.163], [-0.322, 0.069, -0.019], [0.063, 0.004, 0.053], [-0.082, -0.005, -0.029], [0.067, 0.043, 0.031], [-0.002, -0.017, -0.110], [-0.037, -0.012, -0.046], [-0.007, -0.017, -0.015], [-0.008, 0.008, 0.005], [0.003, -0.009, 0.002], [0.013, 0.016, 0.013], [0.022, -0.016, -0.024], [-0.035, -0.003, 0.023], [0.013, 0.040, -0.024], [0.000, -0.028, 0.038]]}

---

(3)
{"formula": "C11H26N3O3", "method": "ωB97M-V with the def2-TZVPD basis set", "multiplicity": 1, "orbital_gap_ev": 6.89, "energy_ha": -824.380550, "total_charge": 1, "lumo_energy_ev": -4.6, "symbols": ["C", "C", "O", "C", "C", "C", "C", "N", "C", "N", "N", "H", "H", "H", "H", "H", "H", "H", "H", "H", "H", "H", "H", "H", "H", "H", "H", "C", "O", "C", "C", "O", "C", "H", "H", "H", "H", "H", "H", "H", "H", "H", "H"], "positions_angstrom": [[3.495315, 2.258958, -0.700941], [2.905222, 2.428090, -2.147164], [2.309207, 3.749958, -2.180290], [1.847705, 1.293991, -2.535963], [0.546805, 1.579593, -1.702615], [-0.326154, 0.318151, -1.349441], [-1.336211, 0.793111, -0.220755], [-2.058768, 2.061602, -0.580016], [-1.261650, 2.987602, -1.289302], [-1.257413, 4.308285, -1.058932], [-0.393755, 2.550909, -2.393668], [4.243133, 3.072171, -0.470110], [3.991124, 1.256490, -0.595618], [2.715105, 2.334667, 0.116267], [3.766724, 2.429716, -2.875080], [1.754449, 3.806053, -2.974464], [2.318503, 0.296187, -2.345922], [1.651114, 1.354960, -3.649398], [0.798808, 2.078000, -0.716200], [-0.881266, -0.062433, -2.260768], [0.301165, -0.537852, -0.975777], [-0.761240, 0.943724, 0.740816], [-2.115739, -0.015069, -0.113803], [-2.248484, 2.527241, 0.322716], [-1.025966, 4.732476, -0.164541], [-1.468580, 4.897070, -1.867242], [-1.023863, 1.973226, -2.976115], [-0.342022, -4.940887, 3.390478], [-1.603508, -4.285427, 3.389286], [-1.487526, -2.877320, 3.534654], [-1.627896, -2.167084, 2.196143], [-0.545753, -2.477706, 1.321452], [-0.889990, -3.465567, 0.358792], [-0.485612, -5.952265, 3.008709], [0.386006, -4.430467, 2.756693], [0.041919, -5.000677, 4.413049], [-0.544399, -2.611176, 4.023379], [-2.304324, -2.554722, 4.188475], [-1.596746, -1.085659, 2.367507], [-2.587732, -2.404551, 1.725253], [-1.499069, -3.015245, -0.432653], [-1.430908, -4.302062, 0.804445], [0.032269, -3.846067, -0.081335]], "forces_ev_per_angstrom": [[-0.082, -0.010, 0.134], [0.477, 0.014, 0.280], [-0.130, -0.911, -0.164], [0.432, 1.484, 0.025], [-0.070, -1.317, 0.397], [-0.045, 0.563, 0.313], [0.176, -2.351, -0.773], [4.082, 2.668, 0.441], [-0.179, -1.285, -0.653], [-0.492, -0.624, -0.023], [-2.374, -0.259, 0.927], [-0.755, -0.908, -0.464], [-0.360, 0.962, -0.144], [0.664, -0.100, -1.017], [-0.842, -0.289, 0.632], [0.252, 0.061, 0.237], [-0.697, 0.776, 0.096], [-0.015, -0.056, 1.211], [0.178, -0.545, -1.103], [0.579, 0.485, 0.940], [-0.689, 0.918, -0.087], [-0.782, -0.167, -0.985], [0.827, 0.979, 0.278], [-0.997, -0.179, -0.623], [-0.872, -0.140, -0.105], [1.109, -0.038, 0.337], [0.623, 0.171, -0.052], [-0.079, -0.155, 0.096], [0.271, 0.253, -0.191], [-0.451, -0.224, -0.047], [0.421, 0.088, 0.161], [-0.235, -0.040, -0.076], [0.142, 0.040, -0.053], [-0.082, 0.067, 0.070], [-0.014, 0.044, 0.007], [0.100, -0.014, -0.032], [0.009, 0.020, -0.115], [0.028, 0.048, -0.018], [-0.036, 0.020, 0.075], [0.022, -0.100, 0.056], [-0.087, -0.102, -0.052], [-0.022, 0.056, 0.026], [-0.006, 0.093, 0.039]]}

---

(4)
{"formula": "C11H26O5PSi", "method": "ωB97M-V with the def2-TZVPD basis set", "multiplicity": 1, "orbital_gap_ev": 1.23, "energy_ha": -1441.508928, "total_charge": -3, "lumo_energy_ev": 5.8, "symbols": ["C", "O", "C", "C", "C", "C", "C", "C", "C", "C", "C", "C", "Si", "H", "H", "H", "H", "H", "H", "H", "H", "H", "H", "H", "H", "H", "H", "H", "H", "H", "H", "H", "H", "H", "H", "H", "H", "H", "H", "O", "P", "O", "O", "O"], "positions_angstrom": [[-3.945314, 3.339849, 2.053831], [-3.561087, 2.003960, 1.957497], [-2.344101, 1.869054, 1.232316], [-1.561987, 0.630467, 1.632430], [-1.777766, -0.603898, 0.754086], [-0.617138, -1.590136, 0.926181], [0.606714, -1.229846, 0.091948], [1.881827, -1.920069, 0.595154], [3.028486, -2.125471, -0.424716], [4.287579, -1.282913, -0.126456], [4.559544, -0.070994, -1.042455], [3.334110, 0.494677, -1.777887], [3.355012, -0.000746, -3.597692], [-5.017600, 3.373552, 2.222189], [-3.752502, 3.893590, 1.130172], [-3.408429, 3.854267, 2.873800], [-2.589137, 1.862564, 0.167322], [-1.721431, 2.737496, 1.481569], [-0.501890, 0.892522, 1.564147], [-1.805836, 0.402948, 2.670549], [-2.723788, -1.069799, 1.010347], [-1.891297, -0.275956, -0.275499], [-0.328954, -1.549318, 1.977906], [-0.940966, -2.591958, 0.649611], [0.465284, -1.442046, -0.965184], [0.749540, -0.151587, 0.174488], [2.259285, -1.420007, 1.481825], [1.571218, -2.908847, 0.938562], [3.328737, -3.167474, -0.332636], [2.682860, -2.000613, -1.444080], [4.280546, -0.981825, 0.914597], [5.155466, -1.936407, -0.222947], [5.359074, -0.306632, -1.737448], [4.964996, 0.721001, -0.411922], [2.394184, 0.246974, -1.301430], [3.395388, 1.583540, -1.776785], [2.076344, 0.381820, -4.233835], [3.454044, -1.476153, -3.672903], [4.522307, 0.571606, -4.290641], [-4.559507, -0.634981, -0.224095], [-5.842937, 0.243081, -0.176836], [-6.557675, 0.004722, 1.183988], [-6.803712, -0.119379, -1.345741], [-5.459493, 1.749370, -0.303330]], "forces_ev_per_angstrom": [[-0.221, -0.102, -0.245], [0.774, -0.111, 0.325], [-0.533, 0.135, 0.334], [-0.152, -0.205, -0.460], [0.052, 0.003, 0.516], [-0.195, 0.550, -0.532], [0.560, 0.353, 0.495], [-0.349, -0.493, -0.599], [0.196, 0.032, 0.960], [0.096, -0.293, -0.843], [-0.288, 0.200, 0.690], [0.586, 0.180, -0.724], [-0.456, -0.283, 0.663], [-0.117, -0.098, 0.056], [-0.050, -0.045, -0.153], [0.046, 0.022, 0.078], [-0.012, 0.044, -0.124], [0.138, 0.253, -0.149], [0.187, 0.101, 0.218], [0.118, -0.025, 0.182], [-0.282, 0.069, -0.223], [-0.063, -0.165, -0.235], [0.082, -0.388, 0.229], [0.008, -0.250, 0.211], [-0.217, -0.129, -0.159], [0.003, 0.207, -0.166], [0.049, 0.199, 0.184], [-0.026, -0.149, 0.063], [0.071, -0.202, -0.169], [-0.078, 0.129, -0.161], [-0.150, 0.171, 0.223], [0.170, -0.061, 0.076], [0.068, -0.133, -0.267], [0.147, 0.107, 0.078], [-0.161, -0.137, 0.069], [-0.122, 0.198, 0.061], [0.067, 0.094, -0.215], [0.118, -0.038, -0.132], [0.019, 0.099, -0.070], [0.124, 0.091, -0.027], [-0.160, 0.173, 0.154], [-0.156, -0.154, -0.008], [-0.075, -0.020, 0.017], [0.186, 0.070, -0.222]]}

---

(5)
{"formula": "C11H26OS", "method": "ωB97M-V with the def2-TZVPD basis set", "multiplicity": 1, "orbital_gap_ev": 4.64, "energy_ha": -907.939176, "lumo_energy_ev": -1.0, "symbols": ["C", "C", "C", "C", "C", "C", "C", "C", "C", "S", "H", "H", "H", "H", "H", "H", "H", "H", "H", "H", "H", "H", "H", "H", "H", "H", "H", "H", "H", "H", "H", "C", "C", "O", "H", "H", "H", "H", "H"], "positions_angstrom": [[4.475117, 1.192284, -0.340897], [3.547027, 2.115633, -1.129184], [2.263452, 2.526022, -0.389449], [1.564155, 1.413874, 0.404593], [0.525705, 0.610484, -0.402555], [-0.763397, 0.420559, 0.382208], [-1.839941, -0.320605, -0.397602], [-3.079741, -0.635691, 0.439753], [-4.085449, 0.512136, 0.734718], [-3.820314, 2.094415, -0.104013], [4.497753, 1.469571, 0.715861], [4.137529, 0.156083, -0.382177], [5.491983, 1.231526, -0.729784], [4.098393, 3.027547, -1.374796], [3.298117, 1.658205, -2.089677], [1.553652, 2.888563, -1.140770], [2.483167, 3.377010, 0.260555], [2.289665, 0.715297, 0.821431], [1.072844, 1.872338, 1.270921], [0.877567, -0.414546, -0.564179], [0.331675, 1.074865, -1.374936], [-0.537533, -0.189744, 1.261948], [-1.102915, 1.401362, 0.771128], [-1.375718, -1.285033, -0.679109], [-2.086155, 0.175024, -1.348757], [-2.726870, -0.998118, 1.405223], [-3.641759, -1.449830, -0.015806], [-4.105013, 0.800515, 1.786673], [-5.110572, 0.262811, 0.461992], [-2.669512, 2.450231, 0.496820], [-3.211924, 1.632824, -1.215814], [-0.040558, -3.949961, 0.998753], [-0.541501, -3.498874, -0.387309], [0.119419, -2.440786, -0.896611], [-0.134692, -3.128006, 1.717330], [-0.604025, -4.810201, 1.380943], [1.014940, -4.225096, 0.937103], [-1.658107, -3.324542, -0.249346], [-0.506465, -4.408143, -1.035182]], "forces_ev_per_angstrom": [[-0.182, -0.051, 0.072], [0.114, 0.100, -0.025], [0.011, -0.187, -0.151], [-0.194, 0.104, -0.111], [0.264, -0.329, 0.413], [-0.149, 0.122, -0.140], [-0.217, -0.149, 0.353], [0.076, 0.194, -0.179], [-0.070, -0.348, 0.292], [-0.182, 0.157, 0.001], [0.122, 0.086, -0.021], [0.021, -0.007, -0.025], [0.009, -0.028, -0.009], [-0.067, 0.032, -0.047], [-0.019, -0.109, 0.047], [0.007, 0.187, 0.083], [0.091, -0.093, 0.095], [0.049, 0.089, 0.063], [-0.041, 0.016, -0.037], [-0.040, 0.059, -0.402], [-0.036, 0.022, 0.017], [0.015, 0.059, 0.064], [-0.031, 0.026, 0.052], [0.370, -0.002, -0.263], [0.026, -0.036, -0.080], [-0.062, -0.058, 0.024], [-0.021, 0.046, -0.055], [0.006, 0.036, -0.015], [0.008, -0.023, -0.028], [0.193, -0.043, -0.119], [0.201, -0.039, -0.034], [-0.022, 0.015, -0.007], [-0.046, -0.272, 0.120], [-0.261, 0.305, 0.135], [0.039, 0.008, -0.011], [-0.009, 0.001, -0.015], [0.008, 0.041, 0.009], [0.045, 0.008, -0.045], [-0.024, 0.057, -0.021]]}

---

| no. | HOMO (eV) |
| --- | --- |
| 1 | -11.77 |
| 2 | -10.99 |
| 3 | -11.50 |
| 4 | 4.57 |
| 5 | -5.61 |